The following is a quantum chemistry calculation of 2 unconnected molecules or ions with the total composition C5H12O2, from OMol25.

As for the total charge: 0. Its energy relative to the best compared isomer or geometry (same formula, charge and spin) is 203.9 kJ/mol. The SMILES is C=C(O)[C@H](O)CC.[H][H]. As for the spin multiplicity: 1. As for the HOMO-LUMO gap: 9.89 eV.

```
19
C5H12O2 (ωB97M-V with the def2-TZVPD basis set)
C -1.58 -0.49 -1.82
C -1.10 -0.53 -0.58
O -1.86 -0.71 0.54
C 0.37 -0.45 -0.24
O 0.91 -1.76 -0.17
C 0.68 0.33 1.03
C 2.17 0.42 1.31
H -2.64 -0.59 -2.04
H -0.91 -0.36 -2.66
H -2.79 -0.78 0.27
H 0.89 0.02 -1.09
H 0.45 -2.21 0.56
H 0.17 -0.16 1.87
H 0.24 1.34 0.95
H 2.62 -0.58 1.31
H 2.69 1.01 0.54
H 2.38 0.89 2.27
H -1.28 2.64 -0.87
H -1.40 1.97 -1.17
```

Mulliken atomic charge list, values in e, 6 entries: atom 1 (C): -0.9735, atom 2 (C): 0.4840, atom 3 (O): -0.4729, atom 4 (C): -0.0514, atom 5 (O): -0.5542, atom 6 (C): -0.3021

=====

The following is a quantum chemistry calculation of a molecular structure, C27H34AsN5PdSSeSiTe, from OMol25.

As for the total charge: 0. Its energy relative to the best compared isomer or geometry (same formula, charge and spin) is 36.4 kJ/mol. As for the spin multiplicity: 3. As for the HOMO-LUMO gap (spin up / spin down): 5.16 / 5.89 eV.

```
72
C27H34AsN5PdSSeSiTe (ωB97M-V with the def2-TZVPD basis set)
Pd -0.12 0.51 0.98
C -0.34 2.69 3.80
C -1.24 1.50 3.81
C -2.12 1.22 4.84
C -2.87 0.04 4.82
C -2.73 -0.84 3.78
C -1.83 -0.52 2.74
N -1.14 0.65 2.79
N -1.56 -1.23 1.65
Si -1.35 -2.92 1.47
C 0.07 -3.07 0.20
C -0.80 -3.80 3.07
C -2.93 -3.75 0.81
H 0.56 2.48 4.38
H -0.83 3.56 4.22
H -0.02 2.90 2.78
H -2.21 1.91 5.67
H -3.56 -0.17 5.62
H -3.28 -1.76 3.72
H 0.96 -3.51 0.65
H 0.34 -2.07 -0.15
H -0.20 -3.68 -0.65
H 0.07 -3.32 3.52
H -0.54 -4.83 2.85
H -1.59 -3.83 3.82
H -3.31 -3.31 -0.10
H -3.73 -3.71 1.55
H -2.72 -4.80 0.62
Te 1.79 -0.48 2.33
C 3.31 0.25 1.08
C 3.34 1.45 0.43
C 4.53 1.65 -0.31
C 5.39 0.61 -0.20
S 4.76 -0.65 0.79
H 2.55 2.19 0.51
H 4.74 2.53 -0.88
H 6.36 0.49 -0.64
C 0.82 1.91 -2.40
As 0.66 0.33 -1.28
C -0.80 -0.53 -2.25
C 2.29 -0.64 -1.96
C 2.19 -1.03 -3.39
C 1.70 -2.28 -3.75
C 1.57 -2.64 -5.09
C 1.92 -1.74 -6.08
C 2.45 -0.51 -5.74
C 2.59 -0.17 -4.40
H 0.96 1.57 -3.43
H 1.67 2.51 -2.08
H -0.08 2.52 -2.34
H -0.50 -0.78 -3.28
H -1.63 0.17 -2.29
H -1.12 -1.43 -1.73
H 2.46 -1.51 -1.32
H 3.11 0.07 -1.82
H 1.44 -2.99 -2.98
H 1.18 -3.61 -5.35
H 1.78 -2.00 -7.12
H 2.75 0.19 -6.51
H 3.06 0.78 -4.15
Se 0.47 4.80 0.48
N -1.27 5.19 0.48
C -1.97 4.07 0.40
C -3.36 3.92 0.44
C -3.88 2.63 0.37
C -3.06 1.53 0.23
N -1.72 1.64 0.17
C -1.18 2.86 0.30
N 0.14 3.01 0.37
H -4.00 4.78 0.54
H -4.95 2.48 0.41
H -3.44 0.52 0.16
```

Mulliken atomic charge list, values in e, 6 entries: atom 1 (Pd): 0.2800, atom 2 (C): -0.8558, atom 3 (C): 0.2878, atom 4 (C): -0.8937, atom 5 (C): -0.4431, atom 6 (C): -0.9442

=====

The following is a quantum chemistry calculation of 2 unconnected molecules or ions with the total composition C6H8, from OMol25.

As for the total charge: 0. Its energy relative to the best compared isomer or geometry (same formula, charge and spin) is 544.1 kJ/mol. As for the spin multiplicity: 1. As for the HOMO-LUMO gap: 9.33 eV.

```
14
C6H8 (ωB97M-V with the def2-TZVPD basis set)
C -1.57 0.15 -0.07
C -2.53 0.48 -0.81
C -0.92 -0.20 1.28
C -0.12 -0.20 0.07
C 1.07 1.50 -0.25
C 0.51 -1.35 -0.63
H -0.88 0.62 1.98
H -1.24 -1.14 1.71
H 1.97 1.26 0.28
H 0.48 2.29 0.17
H 1.16 1.52 -1.32
H 1.55 -1.44 -0.30
H 0.50 -1.20 -1.70
H 0.00 -2.28 -0.40
```

Mulliken atomic charge list, values in e, 6 entries: atom 1 (C): -0.0825, atom 2 (C): -0.2787, atom 3 (C): -0.5687, atom 4 (C): 0.6509, atom 5 (C): -0.9647, atom 6 (C): -1.2431

=====

The following is a quantum chemistry calculation of a molecular structure, C7H12AgIN2, from OMol25.

As for the total charge: 0. As for the spin multiplicity: 1. As for the HOMO-LUMO gap: 7.46 eV.

```
23
C7H12AgIN2 (ωB97M-V with the def2-TZVPD basis set)
Ag 0.09 -0.02 -0.02
N -0.01 -0.07 2.09
C 0.00 -0.12 3.24
N 0.00 -0.19 4.56
C -1.26 -0.19 5.32
C -1.24 -1.32 6.33
C 0.02 -1.27 7.20
C 1.28 -1.27 6.33
C 1.25 -0.14 5.33
H -2.09 -0.27 4.63
H -1.35 0.77 5.84
H -1.27 -2.27 5.79
H -2.14 -1.27 6.94
H 0.04 -2.10 7.90
H 0.00 -0.35 7.80
H 1.35 -2.22 5.79
H 2.18 -1.18 6.95
H 2.08 -0.19 4.63
H 1.30 0.83 5.84
I -1.96 0.55 -2.58
C 0.11 -0.01 -2.12
H 0.68 0.76 -2.64
H 0.22 -0.95 -2.64
```

Mulliken atomic charge list, values in e, 6 entries: atom 1 (Ag): 0.0564, atom 2 (N): -0.1126, atom 3 (C): 0.2363, atom 4 (N): 0.0213, atom 5 (C): -0.7583, atom 6 (C): -0.5365

=====

The following is a quantum chemistry calculation of a single C5H4F2O molecule, from OMol25.

As for the total charge: 0. Its energy relative to the best compared isomer or geometry (same formula, charge and spin) is 392.6 kJ/mol. The SMILES is C#CC(CO)=C(F)F. As for the spin multiplicity: 1. As for the HOMO-LUMO gap: 9.49 eV.

```
12
C5H4F2O (ωB97M-V with the def2-TZVPD basis set)
C -1.34 -1.85 1.01
C -0.91 -0.92 0.32
C -0.27 0.13 -0.24
C 1.30 0.32 0.00
O 1.91 -0.57 -0.84
C -1.09 1.11 -0.59
F -2.41 1.32 0.00
F -0.72 2.23 -1.31
H -2.26 -2.60 1.16
H 1.32 0.16 1.21
H 1.54 1.31 -0.05
H 2.93 -0.65 -0.68
```

Mulliken atomic charge list, values in e, 6 entries: atom 1 (C): -0.1391, atom 2 (C): -0.2790, atom 3 (C): 0.1536, atom 4 (C): -0.3890, atom 5 (O): -0.5014, atom 6 (C): 0.3764

=====

The following is a quantum chemistry calculation of a molecular structure, C20H28IrNO2S, from OMol25.

As for the total charge: 0. Its energy relative to the best compared isomer or geometry (same formula, charge and spin) is 106.2 kJ/mol. As for the spin multiplicity: 5. As for the HOMO-LUMO gap (spin up / spin down): 6.54 / 2.67 eV.

```
53
C20H28IrNO2S (ωB97M-V with the def2-TZVPD basis set)
O -0.08 -0.33 -2.17
C -0.12 0.76 -3.19
C 0.20 -0.09 -4.40
H 0.60 1.57 -3.01
H -1.14 1.15 -3.32
C 0.10 -1.22 -3.34
H 1.21 -0.05 -4.82
H -0.57 0.03 -5.16
C 1.43 -1.96 -3.29
H 2.23 -1.28 -2.97
H 1.67 -2.33 -4.30
H 1.39 -2.81 -2.60
C -1.12 -2.12 -3.47
H -2.03 -1.50 -3.41
H -1.15 -2.83 -2.64
H -1.11 -2.66 -4.42
Ir -0.67 -1.00 1.67
C -2.25 -1.26 3.19
C -1.67 0.07 3.37
C -1.88 0.82 2.16
H -1.14 0.37 4.28
C -2.50 -0.05 1.18
C -2.78 -1.31 1.83
H -3.33 -2.14 1.40
H -2.23 -2.09 3.91
H -1.59 1.85 1.98
H -2.72 0.22 0.14
C 0.99 -2.36 3.22
C 0.33 -3.02 2.13
C 0.61 -2.30 0.89
H -0.21 -3.95 2.28
C 1.44 -1.14 1.29
C 1.66 -1.23 2.72
H 2.21 -0.52 3.35
H 0.97 -2.57 4.28
H 0.21 -2.47 -0.11
H 1.90 -0.39 0.66
O 2.23 2.57 -0.83
C 1.08 1.87 -0.32
C -0.18 2.70 -0.59
H 1.18 1.66 0.76
H 0.96 0.92 -0.87
C 0.34 4.11 -0.79
H -0.96 2.61 0.19
H -0.52 2.33 -1.57
C 1.79 3.93 -1.31
H 0.45 4.62 0.16
H -0.29 4.72 -1.41
H 2.48 4.74 -0.92
H 1.88 3.94 -2.44
S 0.39 0.98 7.78
C 0.22 -0.30 6.77
N 0.10 -1.26 6.06
```

Mulliken atomic charge list, values in e, 6 entries: atom 1 (O): -0.3161, atom 2 (C): -0.5172, atom 3 (C): -0.9547, atom 4 (H): 0.3232, atom 5 (H): 0.2707, atom 6 (C): 1.4431

=====

The following is a quantum chemistry calculation of a molecular structure, C4H25NO8, from OMol25.

As for the total charge: 0. Its energy relative to the best compared isomer or geometry (same formula, charge and spin) is 1358.5 kJ/mol. As for the spin multiplicity: 1. As for the HOMO-LUMO gap: 7.83 eV.

```
38
C4H25NO8 (ωB97M-V with the def2-TZVPD basis set)
C -11.73 19.52 34.21
C -12.28 19.58 32.80
C -11.38 20.36 31.76
O -11.22 21.78 32.02
C -10.19 22.29 31.15
N -12.43 18.18 32.32
H -10.69 19.19 34.16
H -12.35 18.90 34.87
H -11.67 20.51 34.65
H -13.23 20.10 32.86
H -11.85 20.26 30.78
H -10.37 19.96 31.71
H -10.44 21.95 30.14
H -9.19 21.96 31.42
H -10.26 23.37 31.25
H -13.01 18.22 31.49
H -13.04 17.81 33.05
O -9.96 18.16 30.44
H -9.37 18.85 30.76
H -10.33 17.78 31.23
O -10.10 21.26 28.73
H -9.95 22.21 28.67
H -9.31 20.92 29.15
O -8.56 19.82 31.55
H -7.61 19.94 31.43
H -8.63 19.08 32.16
O -8.33 20.25 27.60
H -8.15 20.24 28.54
H -9.19 20.67 27.53
O -6.13 21.37 29.63
H -6.04 20.69 28.96
H -5.86 22.18 29.18
O -8.36 20.79 29.65
H -8.65 20.52 30.52
H -7.41 20.88 29.73
O -6.58 20.04 31.06
H -6.45 20.45 31.92
H -6.32 20.71 30.43
```

Mulliken atomic charge list, values in e, 6 entries: atom 1 (C): -1.3908, atom 2 (C): 0.2313, atom 3 (C): 0.8653, atom 4 (O): -0.4984, atom 5 (C): -0.8330, atom 6 (N): -0.6004

=====

The following is a quantum chemistry calculation of a molecular structure, C9H29Br3HfO14P3, from OMol25.

As for the total charge: -1. As for the spin multiplicity: 1. As for the HOMO-LUMO gap: 4.51 eV.

```
59
C9H29Br3HfO14P3 (ωB97M-V with the def2-TZVPD basis set)
Hf -16.61 5.03 31.61
Br -19.86 2.75 30.42
Br -17.17 7.51 28.26
Br -12.49 5.64 31.49
O -19.19 6.62 32.87
H -19.27 7.32 33.55
O -15.77 2.24 33.06
H -14.97 1.72 33.29
C -17.99 7.63 37.49
O -17.07 6.65 37.94
P -15.75 6.24 37.10
O -15.98 5.92 35.68
O -14.72 7.46 37.32
C -14.67 8.20 38.50
O -15.07 4.98 38.00
C -15.87 3.82 38.14
H -18.98 7.54 37.94
H -18.16 7.81 36.43
H -17.72 8.65 37.78
H -15.66 8.56 38.77
H -14.00 9.06 38.48
H -14.43 7.49 39.29
H -15.87 3.56 39.20
H -15.58 2.95 37.54
H -16.95 3.93 38.00
C -13.26 10.76 33.41
O -14.43 11.39 32.98
P -15.90 10.69 33.15
O -15.95 9.25 32.75
O -16.96 11.67 32.40
C -18.30 11.34 32.21
O -16.27 11.11 34.69
C -16.26 12.47 35.09
H -12.68 11.54 33.91
H -12.74 10.48 32.49
H -13.50 9.92 34.06
H -18.47 11.81 31.24
H -18.99 11.86 32.88
H -18.49 10.27 32.22
H -16.58 13.10 34.26
H -15.25 12.80 35.33
H -17.04 12.62 35.84
C -12.36 3.10 26.85
O -13.02 1.90 27.37
P -14.61 1.83 27.57
O -15.15 2.84 28.51
O -14.80 0.29 28.07
C -15.98 -0.41 27.95
O -15.34 1.79 26.10
C -15.67 3.02 25.61
H -11.76 3.65 27.58
H -13.10 3.84 26.55
H -11.69 2.90 26.01
H -16.69 0.02 27.25
H -16.45 -0.49 28.93
H -15.66 -1.40 27.63
H -15.20 3.86 26.13
H -16.69 3.33 25.84
H -15.62 3.22 24.54
```

Mulliken atomic charge list, values in e, 6 entries: atom 1 (Hf): 1.6515, atom 2 (Br): -0.5110, atom 3 (Br): -0.5914, atom 4 (Br): -0.5925, atom 5 (O): -0.6767, atom 6 (H): 0.1706

=====

E across the listed records, respectively: -348.1272, -7043.8244, -233.1798, -828.0523, -467.7120, -1486.2755, -823.5891, -10207.6411 a.u..